{
  "formula": "CH3ClNO2S",
  "method": "ωB97M-V/def2-TZVPD",
  "homo_ev": [-3.7, -3.7],
  "gap_ev": [6.427, 6.426],
  "largest_force_ha_per_bohr": 0.02102,
  "charge": -1,
  "e_above_lowest_kj_mol": 373.4,
  "energy_ev": -30025.97488,
  "elements": ["C", "N", "O", "O", "S", "Cl", "H", "H", "H"],
  "xyz": [[-2.01532, -1.84832, 1.22761], [1.36125, 0.17372, -0.19308], [0.77617, 0.93338, 2.23511], [-0.34741, 2.05436, 0.34877], [0.05221, 0.76357, 0.96421], [-1.43839, -1.82355, 2.79644], [-2.35565, -0.81024, 1.00277], [0.87528, -0.35311, -0.91017], [1.73237, 1.00888, -0.63413]]
}



{
  "formula": "C9H16N2O2",
  "method": "ωB97M-V/def2-TZVPD",
  "homo_ev": -9.8,
  "gap_ev": 10.174,
  "largest_force_ha_per_bohr": 0.12407,
  "e_above_lowest_kj_mol": 506.6,
  "energy_ev": -16664.05692,
  "elements": ["C", "C", "C", "C", "C", "C", "C", "C", "C", "H", "H", "H", "H", "H", "H", "H", "H", "H", "H", "H", "H", "H", "H", "H", "H", "N", "N", "O", "O"],
  "xyz": [[-0.42398, -0.45597, -2.61440], [-0.07798, 0.93379, -2.88352], [0.99057, 1.41929, -2.42118], [1.88752, -0.56973, -1.59791], [0.79064, 2.12494, 1.58550], [0.41085, 0.78098, 1.99852], [-0.72549, 0.14576, 1.29832], [-0.86510, -1.31648, 1.50523], [-2.16210, -2.17341, 1.19053], [0.03998, -2.04688, -1.57900], [-0.77662, 1.70640, -3.33651], [0.92994, 2.51254, -2.33677], [3.01857, 1.03847, -1.48540], [1.10362, 2.26923, 0.45379], [0.04519, 2.76520, 1.85993], [1.85776, 2.31843, 2.09197], [0.03395, 0.78465, 3.10319], [1.09079, -0.08217, 1.89777], [-1.66705, 0.53454, 1.48370], [-0.73326, 0.56885, 0.24164], [-0.78000, -1.62942, 2.56410], [0.03672, -1.75811, 1.13786], [-2.97102, -1.82173, 0.17548], [-1.77583, -3.25706, 1.04207], [-2.98979, -2.18306, 2.26621], [0.53913, -1.14206, -1.94088], [2.00802, 0.77988, -1.84101], [-1.46933, -1.07058, -2.96106], [2.63430, -1.17629, -0.89818]]
}



{
  "formula": "CH4N2",
  "method": "ωB97M-V/def2-TZVPD",
  "homo_ev": -12.9,
  "gap_ev": 14.230,
  "largest_force_ha_per_bohr": 0.04847,
  "e_above_lowest_kj_mol": 10.7,
  "smiles": "N#N.C",
  "energy_ev": -4082.77177,
  "elements": ["N", "N", "C", "H", "H", "H", "H"],
  "xyz": [[2.59288, -0.42917, -0.01833], [2.10542, 0.54404, -0.00695], [-0.94826, -0.04410, -0.04101], [-1.99763, -0.14510, -0.18620], [-0.56090, 0.83326, -0.59133], [-0.33194, -0.94069, -0.23691], [-0.85957, 0.18176, 1.08073]]
}



{
  "formula": "C25H30AsNRuS4",
  "method": "ωB97M-V/def2-TZVPD",
  "homo_ev": [-9.5, -10.7],
  "gap_ev": [7.112, 6.034],
  "largest_force_ha_per_bohr": 0.00609,
  "charge": 1,
  "s2": 8.77,
  "energy_ev": -134657.80818,
  "multiplicity": 6,
  "elements": ["Ru", "S", "C", "C", "C", "C", "C", "C", "S", "C", "C", "C", "C", "C", "C", "C", "S", "C", "C", "C", "C", "C", "C", "S", "N", "H", "H", "H", "H", "H", "H", "H", "H", "H", "H", "H", "H", "H", "H", "H", "C", "C", "As", "C", "C", "C", "C", "H", "H", "H", "H", "H", "H", "H", "H", "H", "H", "H", "H", "H", "H", "H"],
  "xyz": [[-0.46225, 0.03136, 0.00009], [-2.77764, 0.51432, -0.44647], [-2.86477, -0.30310, -2.00743], [-4.02370, -0.99960, -2.35903], [-4.12926, -1.63276, -3.58528], [-3.08676, -1.57553, -4.50293], [-1.93765, -0.87505, -4.18381], [-1.82363, -0.24190, -2.94863], [-0.27531, 0.54963, -2.57679], [-0.70079, 2.33236, -2.47580], [0.09962, 2.99590, -1.38831], [1.05003, 3.96553, -1.66527], [1.74820, 4.53208, -0.61013], [1.46312, 4.12989, 0.68403], [0.49337, 3.15729, 0.87542], [0.07000, 2.73485, 2.25648], [-0.19404, 0.94813, 2.49112], [1.43130, 0.32030, 2.83826], [1.76916, 0.16142, 4.18090], [2.99704, -0.36995, 4.53338], [3.88734, -0.74896, 3.53558], [3.55340, -0.59853, 2.20161], [2.31579, -0.06950, 1.82191], [1.96095, 0.09498, 0.10920], [-0.15587, 2.59752, -0.14033], [-4.84199, -1.03822, -1.65174], [-5.03569, -2.17073, -3.83012], [-3.17352, -2.06484, -5.46317], [-1.11756, -0.81535, -4.88779], [-1.76463, 2.38888, -2.25134], [-0.49590, 2.77491, -3.44742], [1.24179, 4.26341, -2.68696], [2.50610, 5.28120, -0.79587], [1.98157, 4.55938, 1.53034], [-0.90443, 3.17398, 2.47938], [0.77374, 3.06395, 3.01831], [1.05949, 0.45465, 4.94396], [3.25721, -0.48729, 5.57627], [4.85058, -1.16502, 3.79997], [4.24919, -0.89258, 1.42679], [-0.05218, -3.41560, -2.05573], [0.35604, -3.68910, -0.61159], [-0.65570, -2.57779, 0.62470], [-2.47389, -3.27673, 0.52879], [-2.63569, -4.76707, 0.80045], [0.01385, -3.07884, 2.39577], [0.57534, -4.49329, 2.50912], [0.49576, -4.06532, -2.73803], [0.16944, -2.38296, -2.33374], [-1.11861, -3.58521, -2.21780], [1.40679, -3.44226, -0.45073], [0.21198, -4.73510, -0.34220], [-2.83464, -3.01146, -0.46726], [-3.05111, -2.67678, 1.23478], [-2.02698, -5.37335, 0.12866], [-3.67588, -5.06011, 0.65440], [-2.36650, -5.01898, 1.82575], [-0.81804, -2.91939, 3.08537], [0.78162, -2.34668, 2.64967], [-0.16052, -5.25236, 2.24895], [0.89837, -4.67902, 3.53400], [1.44237, -4.62911, 1.86303]]
}